Entry 1:
A single C4H8O2 molecule, computed with ωB97M-V with the def2-TZVPD basis set.

The geometry in XYZ format:
```
14
Properties=species:S:1:pos:R:3:forces:R:3:mulliken_charge:R:1
C -0.9876 1.2906 0.6833 0.0 0.0 0.0 -1.21
C -0.4720 -0.1329 0.5605 0.1 0.1 0.1 0.18
O -1.2499 -0.8227 -0.4009 0.0 -0.2 0.1 -0.64
C 0.9707 -0.2434 0.0612 -0.1 0.0 0.1 0.03
C 1.2428 -1.4935 -0.6716 0.3 0.0 0.1 -0.82
O 0.9899 0.0128 -1.3868 -0.1 0.1 -0.2 -0.36
H -0.8668 1.8368 -0.2590 0.0 -0.1 0.1 0.25
H -2.0531 1.2761 0.9303 0.2 0.0 0.0 0.34
H -0.4551 1.8337 1.4711 0.0 -0.1 -0.1 0.37
H -0.5245 -0.6352 1.5391 0.0 0.0 -0.1 0.29
H 0.0395 -0.0726 -1.6374 0.2 0.0 -0.1 0.52
H 1.7202 0.3769 0.5563 -0.1 -0.1 0.0 0.44
H -0.6728 -1.6106 -0.6116 -0.3 0.1 0.0 0.46
H 2.3188 -1.6161 -0.8346 -0.1 0.1 0.0 0.16
```
Positions in Å, forces in eV/Å.

Calculated values
Electronic energy, Eh: -307.54638
Energy relative to the best compared isomer or geometry (same formula, charge and spin), eV: 4.519


Entry 2:
A single C18H18N2OS molecule, computed with ωB97M-V with the def2-TZVPD basis set.

The geometry in XYZ format:
```
40
Properties=species:S:1:pos:R:3:forces:R:3:mulliken_charge:R:1
O -3.6941 -2.2368 0.5925 -0.4 -0.1 -0.1 -0.69
C -2.4964 -2.0463 0.6426 0.4 -0.3 0.3 0.52
C -1.4522 -3.1530 0.5395 -0.3 0.0 -0.1 -0.86
C -0.7975 -3.1459 -0.8525 0.2 -0.1 0.0 -0.36
C 0.7210 -3.3261 -0.8009 -0.3 -0.2 -0.2 -0.87
C 1.4354 -2.1019 -0.3540 0.9 -0.1 -0.1 0.38
N 0.8974 -1.0620 0.1581 -0.7 -0.3 0.0 -0.14
C 1.8030 -0.0783 0.4440 1.1 0.3 0.0 -0.66
C 1.5134 1.1651 0.9959 0.0 -0.1 0.0 0.04
C 2.5489 2.0493 1.2115 -0.1 0.0 0.0 -0.83
C 3.8629 1.7129 0.8937 0.1 0.0 0.0 -0.44
C 4.1724 0.4819 0.3488 0.1 0.1 0.0 -0.51
C 3.1369 -0.4084 0.1244 -0.3 -0.1 0.0 0.50
S 3.1930 -2.0103 -0.5514 -0.5 0.2 0.2 -0.31
N -1.9321 -0.8334 0.7899 0.1 0.5 0.1 0.06
C -2.6896 0.3988 0.7894 -0.3 -0.2 0.1 -1.14
C -1.9756 1.4591 -0.0016 0.1 0.1 0.0 0.50
C -1.7985 2.7370 0.5127 -0.1 -0.1 0.0 -0.44
C -1.0948 3.6921 -0.2010 0.0 0.1 0.0 -0.59
C -0.5515 3.3771 -1.4342 0.0 0.1 0.0 -0.45
C -0.7304 2.1079 -1.9588 0.0 0.0 -0.1 -0.73
C -1.4411 1.1582 -1.2493 -0.1 0.0 0.0 0.09
H -0.6981 -2.9856 1.3086 0.0 0.0 0.0 0.41
H -1.9390 -4.1090 0.7292 0.0 0.1 0.1 0.40
H -1.2246 -3.9450 -1.4589 0.0 0.1 0.0 0.49
H -1.0111 -2.2028 -1.3581 0.0 0.0 -0.1 -0.01
H 0.9794 -4.1527 -0.1314 0.0 0.0 0.0 0.33
H 1.0985 -3.5913 -1.7927 0.0 0.0 0.1 0.48
H 0.4943 1.4210 1.2361 -0.1 0.1 0.0 0.51
H 2.3380 3.0197 1.6341 0.0 0.1 0.0 0.41
H 4.6538 2.4248 1.0750 0.1 0.1 0.0 0.39
H 5.1884 0.2173 0.1011 0.1 0.0 0.0 0.40
H -0.9190 -0.7655 0.7224 -0.1 -0.1 0.0 0.45
H -3.6725 0.1742 0.3577 0.1 0.1 0.1 0.47
H -2.8485 0.7433 1.8197 -0.1 0.0 -0.2 0.29
H -2.2122 2.9847 1.4803 0.0 0.0 0.1 0.37
H -0.9639 4.6820 0.2110 0.0 0.1 0.0 0.38
H 0.0067 4.1184 -1.9864 0.1 0.1 0.0 0.41
H -0.3149 1.8589 -2.9243 0.0 0.0 -0.1 0.40
H -1.5859 0.1708 -1.6626 0.0 -0.1 0.0 0.35
```
Positions in Å, forces in eV/Å.

Calculated values
Electronic energy, Eh: -1279.70574
Energy relative to the best compared isomer or geometry (same formula, charge and spin), eV: 0.000
SMILES: O=C(CCCc1nc2ccccc2s1)NCc1ccccc1


Entry 3:
A molecular structure, C36H27AsLuN5O2S2, computed with ωB97M-V with the def2-TZVPD basis set.

The geometry in XYZ format:
```
74
Properties=species:S:1:pos:R:3:forces:R:3:mulliken_charge:R:1
Lu -0.7557 -0.6591 0.0707 -0.3 1.2 -2.3 1.04
C -3.0257 -7.0443 0.3257 0.3 -1.2 -0.8 -1.35
C -3.2289 -5.6693 0.8488 0.0 1.4 0.3 0.79
C -2.4029 -5.1352 1.8435 -0.3 -1.1 0.1 -0.68
C -2.5706 -3.8578 2.3269 0.1 0.9 -0.1 -0.19
C -3.4872 -3.0145 1.7042 -0.7 0.0 -0.3 0.32
C -4.4506 -3.5506 0.8215 0.6 0.9 0.2 -0.78
C -4.2555 -4.8288 0.3632 0.2 -1.1 0.1 -0.55
S -3.2258 -1.2341 1.6443 1.5 -0.4 1.4 1.06
O -3.1029 -0.8877 0.2344 -0.3 0.0 -0.9 -0.57
O -4.1567 -0.4836 2.4254 0.2 -0.2 0.1 -0.65
N -1.6034 -1.0637 1.9779 -2.5 -0.1 0.4 0.06
C -0.9280 -0.9112 3.1444 -0.2 -0.6 1.9 0.25
C -1.4499 -0.9819 4.4769 0.3 -0.5 -1.9 -0.43
C -0.5914 -0.8917 5.5723 1.8 0.1 -0.7 -0.86
C 0.7916 -0.6902 5.3466 -1.9 -0.2 0.8 -0.86
C 1.3195 -0.6222 4.0527 -0.5 -0.7 -0.6 0.99
C 2.6949 -0.4900 3.8105 1.0 0.5 0.8 -0.53
C 3.1757 -0.3796 2.5354 0.2 -0.3 0.2 -0.92
C 2.3086 -0.5975 1.4682 -2.1 0.3 -0.1 -0.26
N 0.9643 -0.6844 1.6034 1.5 -1.0 1.7 -0.27
C 0.4727 -0.7894 2.9219 0.5 1.4 0.1 0.05
H -2.3879 -7.6825 0.9937 -0.6 0.7 -0.6 0.34
H -2.5350 -7.0219 -0.6816 -0.2 0.1 0.8 0.28
H -3.9920 -7.5619 0.1490 0.5 0.3 0.3 0.36
H -1.6146 -5.7592 2.2610 -0.2 0.1 0.1 0.32
H -1.9941 -3.5120 3.1841 0.3 0.1 -0.5 0.42
H -5.3116 -2.9531 0.4960 0.7 -0.1 -0.2 0.42
H -4.8740 -5.2136 -0.4299 -0.4 -0.1 0.0 0.44
H -2.5072 -1.2467 4.5848 0.4 0.4 0.1 0.46
H -0.9680 -1.0497 6.5760 0.0 0.2 -0.1 0.41
H 1.4445 -0.5690 6.1914 0.3 -0.1 0.2 0.40
H 3.3685 -0.4745 4.6988 -0.5 0.3 -0.9 0.36
H 4.2033 -0.1425 2.3025 0.1 -0.3 0.2 0.46
H 2.6966 -0.6971 0.4673 0.0 0.3 -0.2 0.62
S -1.2919 1.4034 -1.5903 -1.2 -1.0 1.5 -0.47
C -0.3214 1.3421 -3.0020 0.5 0.1 -2.0 0.52
C -0.8849 1.0153 -4.2513 0.7 0.7 -0.3 -0.80
C -0.2782 1.4389 -5.4464 0.8 0.4 1.1 -0.69
C 0.9039 2.2080 -5.3487 -0.2 -0.2 0.7 -0.65
C 1.5424 2.4352 -4.1232 -1.2 -1.3 0.7 -0.43
C 0.9625 1.9066 -2.9527 -0.8 0.1 -0.3 -0.09
As 1.5410 1.8658 -1.1065 1.9 1.1 -0.8 0.91
C 0.7611 3.5118 -0.4006 -0.4 -1.7 2.1 0.30
C 0.3482 4.5166 -1.2099 -0.1 1.3 -1.0 0.06
C -0.6343 5.4187 -0.8015 -0.5 -0.2 0.9 -0.65
C -1.2069 5.2919 0.4872 0.1 0.6 -0.9 -0.48
C -0.7344 4.3016 1.3442 0.2 -0.1 0.3 -0.53
C 0.2204 3.3968 0.9173 0.3 0.1 -1.3 -0.56
C 3.4047 2.5091 -1.5917 0.8 -0.7 0.2 0.07
C 4.0062 3.6243 -0.9797 -0.2 -0.1 -0.4 -0.44
C 5.3811 3.8515 -1.1067 0.9 -0.7 0.3 -0.49
C 6.2474 2.9556 -1.7867 -2.2 0.6 0.1 -0.58
C 5.6204 1.9434 -2.5138 -0.8 -0.5 -0.3 -0.53
C 4.2375 1.6881 -2.4109 -0.2 1.0 1.0 -0.44
H -1.8345 0.5307 -4.2363 -0.6 -0.3 -0.2 0.55
H -0.7021 1.2315 -6.4251 -0.1 0.0 0.3 0.39
H 1.3670 2.6553 -6.1992 0.1 0.1 -0.7 0.42
H 2.4585 2.9717 -4.0207 0.5 0.3 -0.3 0.52
H 0.7897 4.6135 -2.2060 -0.3 -0.1 0.2 0.36
H -0.9854 6.1704 -1.5067 0.0 -0.1 0.3 0.37
H -2.0261 5.9624 0.8096 0.7 -0.4 -0.3 0.35
H -1.0844 4.2076 2.3673 -0.3 0.1 -0.2 0.41
H 0.4662 2.5343 1.5436 0.1 0.3 -0.1 0.41
H 3.3620 4.3285 -0.4327 0.5 -0.3 -0.1 0.30
H 5.8605 4.6687 -0.5686 -0.3 0.0 -0.1 0.34
H 7.3092 3.1049 -1.7412 0.3 0.0 -0.3 0.43
H 6.1122 1.2994 -3.2303 0.6 0.0 0.3 0.35
H 3.7984 0.8393 -2.9418 0.2 0.3 0.1 0.39
N -0.8353 -2.4336 -1.1092 -0.7 -0.3 -1.2 -0.82
C -1.6293 -2.6215 -1.9913 0.1 -0.5 0.0 0.94
N -2.3482 -3.0252 -2.9400 1.8 0.2 1.5 -0.63
C -3.4765 -2.6805 -3.4746 -2.5 -0.3 -2.0 0.54
N -4.4477 -2.6316 -4.1350 1.5 0.4 1.4 -0.60
```
Positions in Å, forces in eV/Å.

Calculated values
Electronic energy, Eh: -6080.02514
Energy relative to the best compared isomer or geometry (same formula, charge and spin), eV: 1.417


Entry 4:
A molecular structure, AlH8O4, computed with ωB97M-V with the def2-TZVPD basis set.

The geometry in XYZ format:
```
13
Properties=species:S:1:pos:R:3:forces:R:3:mulliken_charge:R:1
Al 24.7512 18.2174 -11.8161 -0.3 -0.3 1.2 1.63
O 25.1791 16.7208 -9.2619 0.5 0.7 -1.8 -0.43
H 25.4932 17.1681 -8.4761 0.2 0.7 0.9 0.39
H 24.7885 15.9098 -8.9364 -0.8 -1.0 0.2 0.38
O 22.7690 19.0116 -9.7333 1.7 -0.9 -0.5 -0.41
H 22.1093 18.3673 -9.4767 -0.9 -0.7 0.0 0.39
H 22.5127 19.8126 -9.2763 -0.2 1.3 0.2 0.37
O 27.5477 17.4530 -11.3704 -1.5 1.5 -0.3 -0.42
H 28.0399 17.3134 -10.5614 0.1 -0.4 1.1 0.36
H 28.1444 17.1752 -12.0654 0.3 -0.6 -1.1 0.38
O 22.0700 19.0595 -12.5152 1.4 -0.9 1.5 -0.41
H 21.3861 18.5302 -12.9256 -0.6 -0.7 -1.0 0.38
H 21.6707 19.9221 -12.4028 0.0 1.3 -0.3 0.38
```
Positions in Å, forces in eV/Å.

Calculated values
Electronic energy, Eh: -546.67061
Charge: +3
Energy relative to the best compared isomer or geometry (same formula, charge and spin), eV: 6.925


Number 1: gap between HOMO and LUMO 9.67 eV. Number 2: gap between HOMO and LUMO 9.50 eV. Number 3: gap between HOMO and LUMO 6.31 eV. Number 4: gap between HOMO and LUMO 4.14 eV.